1.
The following is a quantum chemistry calculation of a single C2H5OP molecule in a non-equilibrium geometry, from the Open Molecules 2025 dataset.

Geometry as XYZ:
```
9
Properties=species:S:1:pos:R:3:forces:R:3
C 0.3722 0.1226 0.6108 -0.455 -1.050 -2.556
C 1.2545 -0.7389 -0.2608 -4.909 -3.173 0.737
O -2.1893 1.0436 -0.5132 2.303 -1.241 0.057
P -0.4649 0.9562 -0.9125 -0.961 0.026 1.269
H -0.3762 -0.4673 1.0965 -0.481 -0.322 0.533
H 0.9093 -1.7695 -0.7216 0.585 2.261 1.393
H 1.9695 -0.2951 -0.7830 3.323 1.831 -2.056
H -2.3477 0.3999 0.2071 -0.164 0.561 -0.392
H 0.8727 0.7485 1.2767 0.760 1.107 1.015
```
Forces are in eV/Å.

Results
LUMO (alpha / beta) = -0.3753 / -0.1246 eV
DFT total energy = -13488.185 eV
frontier orbital gap (alpha / beta) = 7.83 / 7.74 eV
largest force on an atom = 5.892 eV/A

2.
The following is a quantum chemistry calculation of a single C4H6N2OS2 molecule in a non-equilibrium geometry, from the Open Molecules 2025 dataset.

Geometry as XYZ:
```
15
Properties=species:S:1:pos:R:3:forces:R:3
C -0.3920 -0.8333 1.5413 0.242 2.319 -2.912
C 0.1066 0.5014 -1.9388 -0.243 -0.579 0.936
C -0.3338 1.3042 0.4167 1.279 -1.688 0.711
C 0.4764 0.3356 -0.4573 -0.584 0.209 0.702
N -0.6612 0.5244 1.6766 0.621 -0.234 -3.857
N 0.2385 -0.9461 0.1523 -1.841 -1.032 2.286
O -0.6174 1.3744 -2.3211 0.004 0.235 -0.321
S -0.9109 -2.0061 2.4826 0.300 -1.006 0.646
S 1.1663 -2.2692 -0.2767 -0.593 -0.770 -0.621
H 0.5304 -0.2481 -2.6041 0.236 -0.235 -0.433
H 0.2622 2.1600 0.6720 -0.001 0.555 0.046
H -1.0948 1.5319 -0.2920 -1.601 0.705 0.608
H 1.5164 0.4502 -0.3710 1.778 0.858 -0.234
H -0.6048 1.0860 2.4758 -0.180 -0.104 1.605
H 0.3183 -2.9654 -1.1563 0.582 0.768 0.838
```
Forces are in eV/Å.

Results
LUMO = 0.4263 eV
DFT total energy = -30941.714 eV
frontier orbital gap = 9.23 eV
SMILES = O=C[C@H]1CNC(=S)N1S
largest force on an atom = 3.914 eV/A

3.
The following is a quantum chemistry calculation of a single C3H4ClF2N molecule, from the Open Molecules 2025 dataset.

Geometry as XYZ:
```
11
Properties=species:S:1:pos:R:3:forces:R:3
C -0.5277 -0.8603 -0.5312 -0.044 -0.115 0.051
C 0.7633 0.9285 0.2336 0.144 0.376 -0.046
C -1.1036 0.3230 -1.2166 -0.022 0.733 -0.224
N 0.8007 -0.3213 -0.2230 0.268 -0.115 -0.506
F -1.0747 0.4050 -2.5491 -0.082 -0.224 0.600
F -2.1979 0.9187 -0.7297 0.213 -0.460 -0.190
Cl 1.9682 -1.4935 0.6428 -0.186 -0.153 0.150
H -1.1149 -1.0731 0.3655 -0.008 -0.090 -0.057
H -0.4090 -1.7536 -1.1492 -0.148 0.040 0.074
H 1.7187 1.4286 0.3006 0.073 0.070 0.064
H -0.0620 1.3606 0.7819 -0.208 -0.062 0.084
```
Forces are in eV/Å.

Results
LUMO (alpha / beta) = -0.5544 / 0.2424 eV
DFT total energy = -22618.751 eV
frontier orbital gap (alpha / beta) = 7.95 / 8.29 eV
largest force on an atom = 0.767 eV/A

4.
The following is a quantum chemistry calculation of 12 unconnected molecules or ions with the total composition C4H34N2O11S2 in a non-equilibrium geometry, from the Open Molecules 2025 dataset.

Geometry as XYZ:
```
53
Properties=species:S:1:pos:R:3:forces:R:3
N 3.6289 -1.0264 0.5785 -0.572 -1.343 0.015
C 3.2569 -2.3008 -0.1114 2.453 0.633 1.249
C 2.0531 -2.1700 -1.0031 0.870 1.338 -0.722
S 2.5855 -1.2578 -2.6020 -0.391 0.188 1.653
S 1.2074 -1.9617 -3.8823 0.500 -1.507 -0.453
C -0.4183 -1.5755 -3.2943 -0.318 2.987 0.515
C -0.7431 -0.0825 -3.6381 -0.319 1.315 0.012
N -1.1423 0.6879 -2.4118 0.031 0.008 -1.903
H 2.7805 -0.6642 1.0045 0.482 0.632 -0.213
H 4.0785 -0.3873 -0.0631 -0.436 0.246 0.103
H 4.2211 -2.5659 -0.6129 -1.053 -0.115 -0.326
H 3.2334 -3.0748 0.6944 -0.816 0.396 -0.647
H 1.7151 -3.0968 -1.3610 -0.610 -1.356 -0.422
H 1.2512 -1.5794 -0.5284 0.503 -0.402 -0.269
H -0.6847 -1.5062 -2.2109 0.827 -1.390 -0.627
H -1.0025 -2.2914 -3.8298 -0.778 -0.369 -0.155
H -1.4951 0.0662 -4.4401 0.011 -0.315 0.735
H 0.0979 0.5106 -4.0311 0.228 -0.877 0.119
H -2.1369 0.6386 -2.2679 -0.009 -0.332 0.643
H -0.5084 0.4983 -1.6541 -0.350 -0.510 0.507
H -1.2051 1.7879 4.9738 -0.237 0.464 0.154
H -0.9096 0.5471 5.6535 -0.412 -0.270 0.288
O -1.5346 1.2885 5.7312 0.641 -0.244 -0.529
H -2.1209 -0.5905 2.4480 0.802 0.522 -0.828
H -2.5291 -1.9244 2.3203 0.555 -0.215 -1.218
O -1.9573 -1.3102 1.8007 -2.210 -0.740 1.522
H -2.5740 1.7421 -0.7743 0.106 0.053 0.308
H -3.2831 1.5079 0.6179 0.250 -0.122 0.099
O -3.3112 1.9925 -0.2129 -0.509 0.104 -0.087
H -0.7724 -0.5966 0.6085 1.600 0.237 0.820
H 0.2658 0.5302 0.9806 0.057 0.277 -0.050
O 0.1881 -0.4178 0.8490 -1.114 -0.077 -0.698
H -2.5723 1.9075 3.1568 0.145 0.241 0.185
H -3.2280 0.6070 3.7111 0.053 0.320 0.582
O -3.0707 1.1255 2.9213 -0.184 -0.410 -0.795
H -2.1233 4.3118 1.3739 -0.046 -0.090 0.115
H -1.0055 3.5604 0.7103 0.135 -0.118 -0.199
O -1.4178 3.6862 1.5726 -0.031 0.110 0.104
H 3.8012 1.7954 2.2007 -0.115 -0.618 0.577
H 3.3954 0.6394 3.2367 0.585 0.170 -0.040
O 3.1051 1.1956 2.5130 -0.614 0.536 -0.482
H -0.4150 -3.6201 2.8848 -0.177 -0.143 -0.270
H 0.5916 -2.6480 2.2509 -0.200 -0.178 0.133
O 0.4611 -3.2511 3.0008 0.459 -0.137 -0.126
H -0.6602 2.2922 -1.9946 0.115 1.065 0.804
H -0.2473 3.6605 -2.3746 0.306 0.459 0.300
O -0.3995 3.1810 -1.5503 -0.191 -1.126 -1.070
H -0.1899 -1.8823 4.0308 0.522 0.284 -0.554
H 0.0371 -0.5061 3.2591 0.331 -0.494 -0.348
O -0.4548 -0.9562 3.9452 -0.669 0.930 1.605
H -3.5620 3.6624 -1.3446 0.718 0.160 -0.368
H -2.2885 4.2721 -2.0897 -0.124 -0.212 0.622
O -3.1613 3.8893 -2.2041 -0.800 0.036 -0.369
```
Forces are in eV/Å.

Results
LUMO = -0.0561 eV
DFT total energy = -51872.144 eV
frontier orbital gap = 8.25 eV
SMILES = NCCSSCCN.O.O.O.O.O.O.O.O.O.O.O
largest force on an atom = 3.048 eV/A

5.
The following is a quantum chemistry calculation of a single C4H7FO molecule in a non-equilibrium geometry, from the Open Molecules 2025 dataset.

Geometry as XYZ:
```
13
Properties=species:S:1:pos:R:3:forces:R:3
C -0.5380 0.0872 1.4614 0.219 -1.663 -0.228
C -0.2196 0.1907 -0.0456 -1.665 1.696 0.970
C 0.9754 -0.5223 -0.4061 2.262 1.564 -0.737
C -0.5036 1.4158 -0.7960 0.597 0.480 0.344
H 0.4224 0.1749 2.1378 -2.085 -0.074 -1.460
H -0.9855 -0.9791 1.5520 0.770 1.767 0.411
H -1.3121 0.8175 1.6910 0.140 -0.029 0.313
H 0.8892 -1.0335 -1.3343 0.039 -0.405 -0.930
H 1.7405 0.3124 -0.4526 -0.131 -1.292 -0.197
H -0.9222 2.2125 -0.1738 -0.222 0.033 -0.578
H 0.1515 1.7251 -1.6338 -0.459 -0.171 0.480
O -1.3000 0.2716 -1.0149 -0.064 -0.496 0.763
F 1.3479 -1.3812 0.5612 0.600 -1.410 0.848
```
Forces are in eV/Å.

Results
LUMO = 0.9522 eV
DFT total energy = -9024.476 eV
frontier orbital gap = 11.25 eV
SMILES = C[C@]1(CF)CO1
largest force on an atom = 2.847 eV/A

> Which of these has the lowest DFT total energy?

C4H34N2O11S2

> largest force on an atom of number 1 (C2H5OP)?

5.892 eV/A

> The highest largest force on an atom belongs to which entry?

C2H5OP

> What is the formula in the fourth record?

C4H34N2O11S2